(1)
65
Properties=species:S:1:pos:R:3:forces:R:3:lowdin_charge:R:1 method="wB97M-V/def2-TZVPD" gap_ev="7.19 / 7.18" multiplicity=1 energy_ev=-137780.64698 total_charge=+2
Mo 0.2452 -0.1542 0.3474 1.050 -0.427 0.682 1.72
C -1.5046 -0.0122 -2.7771 -0.097 0.032 -0.020 -0.04
C -0.0667 -0.4733 -2.7967 0.190 -0.042 0.041 -0.21
N 0.8015 0.1777 -1.7640 -0.184 0.112 -0.125 -0.27
C 0.9519 1.6518 -2.0302 -0.063 -0.106 0.009 -0.23
C 1.5079 2.0338 -3.3913 0.007 0.048 -0.030 -0.04
C 2.1247 -0.5063 -1.7969 -0.047 0.020 -0.019 -0.17
C 2.9923 -0.0994 -0.6290 0.018 -0.110 0.207 -0.16
N 2.1685 -0.1329 0.6028 -0.138 0.265 0.186 -0.14
C 2.8266 0.0069 1.8556 -0.108 -0.264 -0.231 -0.13
C 2.0342 -0.1401 2.9867 -0.195 -0.010 -0.317 -0.13
F 0.7012 -0.3416 2.7307 -0.013 0.077 -0.128 0.03
C 2.5085 -0.1060 4.2729 0.045 -0.004 0.000 -0.20
F 1.6700 -0.2663 5.2861 0.000 0.007 0.001 0.14
C 3.8607 0.0974 4.4756 0.008 0.023 0.046 0.12
C 4.6734 0.2603 3.3727 0.082 -0.009 -0.022 -0.19
F 5.9710 0.4596 3.5349 0.034 0.014 -0.001 0.15
C 4.1846 0.2177 2.0708 -0.140 -0.004 0.120 -0.14
F 5.0322 0.3763 1.0563 0.119 0.044 0.025 0.12
H -2.0504 -0.5215 -3.5714 0.004 0.007 -0.005 0.10
H -1.6133 1.0590 -2.9498 0.030 -0.009 -0.032 0.09
H -1.9935 -0.2651 -1.8347 0.023 0.002 -0.002 0.05
H 0.3904 -0.3031 -3.7730 -0.029 0.009 -0.016 0.13
H -0.0141 -1.5448 -2.6044 -0.058 0.020 -0.020 0.11
H 1.5768 2.0500 -1.2293 0.028 0.003 -0.027 0.10
H -0.0362 2.0874 -1.8949 0.021 0.032 -0.024 0.10
H 2.4724 1.5780 -3.6092 0.015 0.001 0.018 0.08
H 1.6618 3.1127 -3.4060 -0.019 0.000 0.005 0.10
H 0.8225 1.7987 -4.2041 -0.010 -0.007 0.003 0.09
H 2.6331 -0.3266 -2.7448 0.015 0.022 0.013 0.14
H 1.9198 -1.5743 -1.7385 0.018 -0.005 0.038 0.10
H 3.4554 0.8803 -0.7490 -0.073 0.030 -0.060 0.13
H 3.8004 -0.8242 -0.5290 0.024 0.033 -0.062 0.14
H 4.2733 0.1349 5.4743 0.012 0.009 0.001 0.16
C -0.0605 4.1390 0.6525 -0.061 -0.099 0.019 -0.04
C -0.9947 2.9834 0.5765 0.102 0.145 0.034 -0.59
N -0.6363 1.7506 0.6502 -0.379 -0.214 -0.051 -0.05
C -1.8049 0.9060 0.5708 -0.099 0.150 0.183 -0.47
C -3.0790 1.5167 0.0187 -0.050 -0.105 0.116 -0.38
S -2.7164 3.2731 0.3821 -0.009 0.069 -0.050 1.13
C -1.9104 -1.7738 0.4428 0.147 -0.039 0.093 -0.42
C -2.6549 -3.0148 0.8566 -0.009 -0.041 0.073 -0.36
S -1.6178 -4.4061 0.4521 -0.014 0.005 -0.044 1.15
C -0.3643 -3.3809 -0.1472 0.048 -0.113 0.018 -0.59
N -0.5903 -2.1092 -0.0951 -0.381 0.114 0.025 -0.04
C 0.9171 -3.9977 -0.5979 -0.018 0.034 0.037 -0.04
H 0.9574 3.7972 0.8252 0.004 0.003 -0.002 0.09
H -0.3589 4.7998 1.4678 0.007 0.016 -0.005 0.10
H -0.1126 4.7185 -0.2701 0.025 0.017 0.002 0.10
H -3.3900 1.4000 -1.0174 0.010 -0.051 0.004 0.11
H -3.2284 -3.0781 1.7711 -0.005 -0.005 0.000 0.14
H 0.8158 -5.0716 -0.7341 -0.023 -0.002 0.020 0.09
H 1.6811 -3.8239 0.1632 0.020 0.023 -0.025 0.11
H 1.2453 -3.5619 -1.5394 0.009 -0.014 -0.016 0.08
Br -6.5666 0.2125 0.5146 -0.196 0.032 0.002 0.86
C -4.7567 -0.3259 0.5235 0.202 -0.027 0.031 -0.62
C -4.4556 -1.4642 -0.1013 0.056 0.043 0.009 -0.09
C -3.1560 -2.1634 -0.2911 -0.144 -0.029 -0.010 -0.17
C -1.6623 -0.5223 1.1779 0.222 0.267 -0.743 -0.17
C -2.5297 0.4243 1.8388 0.024 0.072 0.149 -0.04
C -3.8788 0.7460 1.1254 0.003 -0.025 -0.126 -0.25
H -5.2867 -2.0068 -0.5371 0.001 -0.023 0.011 0.11
H -3.0153 -2.6022 -1.2745 -0.021 0.012 -0.010 0.15
H -2.2872 0.8462 2.8063 -0.045 -0.048 0.021 0.17
H -4.4842 1.3990 1.7454 0.011 0.022 -0.018 0.12

(2)
65
Properties=species:S:1:pos:R:3:forces:R:3:lowdin_charge:R:1 method="wB97M-V/def2-TZVPD" gap_ev=5.53 de_lowest_ev=0.2515 multiplicity=1 energy_ev=-134029.30143 total_charge=-2
Li 0.7120 -0.7771 -0.8933 0.238 0.310 0.109 0.54
C -2.3296 2.3459 -0.0667 -0.019 -0.051 0.072 -0.05
C -1.5928 1.1063 -0.5339 -0.022 -0.133 -0.032 -0.27
N -0.5732 0.6425 0.1072 0.014 0.140 0.002 0.03
N -0.3358 1.2496 1.3429 -0.023 -0.154 -0.112 -0.11
C 0.8633 1.1724 1.8022 0.297 0.092 -0.007 -1.19
S 2.3483 0.6269 1.1517 -0.222 -0.013 0.077 0.46
S 1.0621 1.8497 3.4667 -0.104 -0.106 -0.065 0.80
C -0.6551 2.2271 3.9487 0.126 -0.012 0.015 -0.46
C -1.4447 1.0302 4.4024 0.002 0.025 0.000 -0.30
C -1.1892 0.4327 5.6355 0.016 0.025 -0.005 -0.07
C -1.8922 -0.6899 6.0448 -0.004 -0.021 -0.013 -0.11
C -2.8642 -1.2430 5.2188 0.014 0.037 0.011 -0.12
C -3.1261 -0.6573 3.9887 0.038 0.010 0.008 -0.09
C -2.4241 0.4722 3.5862 -0.027 -0.060 -0.025 -0.04
C -2.1054 0.4481 -1.7578 0.012 0.119 -0.006 -0.10
C -3.1013 1.1010 -2.4987 0.036 -0.032 0.010 -0.09
C -3.6879 0.5720 -3.6343 0.021 -0.069 -0.003 -0.16
C -3.2612 -0.6889 -4.0698 0.005 0.061 -0.004 -0.15
C -2.2939 -1.3718 -3.3784 -0.049 0.006 0.033 -0.04
C -1.6685 -0.8601 -2.1920 -0.038 0.038 0.039 -0.40
O -0.7992 -1.5573 -1.5913 -0.098 -0.219 -0.072 -0.14
H -1.9136 2.6880 0.8742 -0.001 0.015 -0.007 0.04
H -3.3967 2.1466 0.0545 -0.005 0.004 -0.020 0.07
H -2.2231 3.1424 -0.8060 0.001 0.013 0.004 0.08
H -1.1272 2.6917 3.0870 -0.056 0.048 0.024 0.05
H -0.5615 2.9610 4.7531 -0.063 -0.022 0.020 0.06
H -0.4064 0.8428 6.2648 -0.007 -0.004 0.007 0.11
H -1.6698 -1.1465 7.0025 0.000 0.003 0.002 0.09
H -3.3994 -2.1334 5.5262 -0.003 -0.002 0.000 0.09
H -3.8563 -1.0974 3.3209 -0.005 0.009 -0.003 0.10
H -2.5910 0.8970 2.6056 0.005 0.016 -0.014 0.10
H -3.4382 2.0767 -2.1745 0.005 0.022 -0.012 0.08
H -4.4508 1.1241 -4.1701 0.007 0.008 -0.008 0.07
H -3.6890 -1.1246 -4.9686 -0.004 -0.012 -0.001 0.08
H -1.9397 -2.3396 -3.7145 -0.011 -0.013 0.007 0.10
C 3.3377 -2.2625 -0.6255 0.001 0.098 0.061 -0.12
O 1.9556 -2.3672 -0.3578 -0.073 -0.125 -0.032 -0.26
C 1.6763 -3.3692 0.5831 -0.026 0.076 -0.023 -0.23
C 0.1930 -3.4075 0.8850 -0.071 0.079 0.052 -0.21
O -0.3131 -2.2886 1.5764 0.072 -0.072 -0.039 -0.17
C 0.2434 -2.0869 2.8552 -0.023 0.000 -0.034 -0.11
H 3.7243 -3.2246 -0.9855 0.020 -0.013 -0.010 0.09
H 3.8775 -1.9612 0.2801 0.001 -0.012 0.019 0.08
H 3.4649 -1.5180 -1.4029 -0.005 -0.035 -0.027 0.06
H 2.2640 -3.2015 1.4958 0.022 0.005 0.017 0.12
H 1.9709 -4.3503 0.1767 -0.012 -0.026 0.015 0.12
H -0.0023 -4.3264 1.4643 -0.017 -0.024 0.016 0.12
H -0.3569 -3.4425 -0.0568 -0.008 0.023 0.011 0.12
H 0.1680 -3.0017 3.4654 0.008 -0.005 0.008 0.09
H -0.3313 -1.2933 3.3282 -0.007 -0.010 0.009 0.07
H 1.2854 -1.7608 2.8072 0.031 0.024 -0.014 0.07
Br 3.2631 5.2995 -3.1091 0.005 -0.006 -0.003 0.67
C 3.3768 3.5768 -3.9188 -0.017 0.006 0.027 -0.67
C 3.9485 3.4716 -5.1734 0.017 -0.097 -0.070 -0.24
N 4.0601 2.3042 -5.8063 0.003 0.049 0.061 0.04
C 3.6112 1.2188 -5.1709 0.027 0.052 0.002 -0.09
C 3.0183 1.2378 -3.9137 0.019 0.061 -0.089 -0.10
C 2.8879 2.4584 -3.2699 -0.068 0.102 -0.007 -0.04
C 2.5242 -0.0446 -3.2338 -0.023 0.224 0.068 -0.66
O 3.0290 -1.1029 -3.6450 -0.049 -0.072 -0.044 -0.02
O 1.6982 0.1647 -2.3189 0.056 -0.330 -0.014 -0.09
H 4.3251 4.3514 -5.6828 -0.004 0.015 -0.004 0.08
H 3.7178 0.2692 -5.6803 0.004 -0.023 0.025 0.11
H 2.4034 2.4975 -2.3008 0.041 -0.039 -0.010 0.12

(3)
64
Properties=species:S:1:pos:R:3:forces:R:3:lowdin_charge:R:1 method="wB97M-V/def2-TZVPD" gap_ev=6.59 multiplicity=1 energy_ev=-124470.83187 total_charge=0
C -4.9452 4.5682 -3.1014 0.007 0.102 -0.122 -0.05
C -4.1909 3.5158 -2.3367 0.147 -0.176 0.225 -0.26
C -4.3743 3.3792 -0.9582 0.027 -0.247 0.101 -0.03
C -3.7128 2.3868 -0.2366 0.267 0.102 -0.040 -0.05
C -2.8065 1.5445 -0.8908 -0.512 0.109 -0.170 -0.28
S -1.9346 0.3219 0.0649 1.525 -0.513 0.398 0.75
O -2.0743 0.6324 1.4683 -0.264 -0.098 -1.307 -0.27
O -2.0965 -1.0161 -0.4411 -0.477 0.810 0.182 -0.27
N -0.2764 0.6290 -0.3380 -0.868 0.223 0.384 -0.08
C 0.4061 1.8347 -0.0980 0.059 0.050 -0.061 -0.17
C -0.0467 2.9954 0.5248 0.133 0.253 0.092 -0.01
C 0.7975 4.1105 0.5096 0.253 -0.610 -0.338 -0.06
C 2.0390 4.0496 -0.1598 0.033 -0.403 -0.159 -0.11
C 2.4531 2.8836 -0.8227 -0.176 0.530 0.801 -0.59
Br 4.0432 2.8460 -1.8538 -0.179 0.396 0.199 0.82
C 1.6668 1.7401 -0.7200 -0.091 -0.535 -0.525 -0.13
C 1.7058 0.4189 -1.3367 -1.040 0.610 0.716 -0.11
N 2.7924 -0.1638 -2.0426 2.153 -1.159 -1.062 -0.31
O 3.9222 -0.1658 -1.4898 -2.458 0.505 -1.328 -0.02
O 2.5726 -0.6785 -3.1660 0.309 0.835 2.162 0.07
C 0.5099 -0.2095 -1.0943 0.680 0.565 -1.163 -0.01
C -2.6350 1.6471 -2.2758 0.109 0.000 0.219 -0.03
C -3.3071 2.6423 -2.9812 -0.090 -0.091 0.107 -0.02
H -4.6913 4.5231 -4.1634 -0.077 0.063 0.120 0.08
H -6.0294 4.4346 -3.0008 0.221 -0.030 -0.001 0.09
H -4.7086 5.5738 -2.7343 -0.004 -0.179 -0.045 0.09
H -5.0519 4.0577 -0.4371 0.134 -0.230 -0.125 0.12
H -3.8816 2.2722 0.8312 0.112 0.058 -0.170 0.12
H -1.0230 3.0176 1.0046 0.247 0.076 -0.082 0.10
H 0.4971 5.0433 0.9894 0.081 -0.343 -0.115 0.11
H 2.6983 4.9135 -0.1612 -0.183 -0.107 -0.110 0.10
H 0.1630 -1.1276 -1.5421 -0.124 0.132 0.377 0.14
H -1.9811 0.9528 -2.7964 0.011 0.143 0.066 0.12
H -3.1578 2.7457 -4.0567 -0.003 -0.127 0.277 0.12
C 1.5049 -0.2997 4.1953 0.341 -0.085 0.235 -0.09
C 0.2145 -0.5845 3.4646 -0.432 -0.076 -0.702 -0.22
N 0.2183 -1.7354 2.5347 0.423 0.027 -0.122 -0.06
C -0.1846 -3.0400 3.1007 0.467 0.273 -0.128 -0.23
C -1.6157 -3.4836 2.8332 0.008 0.001 0.091 -0.08
C 1.1398 -1.6814 1.4748 0.141 0.822 0.299 -0.44
C 0.8863 -2.5685 0.3810 -0.200 -0.727 0.886 -0.08
N 1.9165 -3.1164 -0.3626 0.398 0.047 -0.130 -0.03
C 3.1946 -2.5632 -0.3988 -0.783 -0.599 -0.510 -0.01
C 4.0664 -2.9273 -1.4072 -0.016 -0.685 0.262 -0.06
C 3.8160 -4.0434 -2.1978 -0.237 0.222 -0.086 -0.07
C 2.6025 -4.7145 -2.0152 -0.021 0.071 0.021 -0.06
C 1.6585 -4.2395 -1.1254 0.507 0.487 -0.141 -0.03
O 2.0604 -0.8263 1.4706 -0.796 -0.697 -0.043 -0.01
H 1.3839 0.6123 4.7891 0.027 -0.127 0.033 0.07
H 1.7623 -1.1228 4.8681 0.086 0.060 0.024 0.07
H 2.3074 -0.1560 3.4688 -0.141 -0.002 0.344 0.06
H -0.6010 -0.7729 4.1732 0.047 0.139 -0.166 0.12
H -0.0549 0.2955 2.8668 -0.028 -0.151 0.196 0.09
H 0.4999 -3.8060 2.7072 -0.118 0.180 0.198 0.12
H -0.0184 -2.9678 4.1882 -0.021 -0.130 -0.281 0.12
H -1.8252 -4.3588 3.4575 -0.053 0.059 -0.085 0.07
H -2.3352 -2.7023 3.0919 0.061 -0.039 -0.106 0.07
H -1.7550 -3.7798 1.7894 -0.048 0.179 0.085 0.06
H -0.1139 -2.9952 0.2541 0.664 -0.135 0.069 0.11
H 3.4034 -1.8042 0.3343 -0.274 0.231 -0.197 0.11
H 4.9397 -2.3087 -1.5769 0.035 -0.272 0.291 0.11
H 4.5449 -4.3469 -2.9474 -0.319 -0.020 0.140 0.11
H 2.3677 -5.6050 -2.5915 0.003 0.148 0.110 0.11
H 0.6739 -4.6767 -0.9780 0.318 0.082 -0.089 0.13

(4)
62
Properties=species:S:1:pos:R:3:forces:R:3:lowdin_charge:R:1 method="wB97M-V/def2-TZVPD" gap_ev=4.58 multiplicity=1 energy_ev=-63866.58839 total_charge=-1
C 0.8685 1.4978 2.9713 -0.524 0.139 -0.032 -0.04
C 1.4958 0.1607 3.3547 2.076 -0.683 2.369 -0.69
C 2.4800 0.2593 4.5976 -2.185 0.675 2.346 -0.11
C 0.3962 -0.9622 3.4275 -0.076 0.603 0.171 -0.12
C 0.6957 -2.2821 3.0679 -0.141 -0.509 0.150 -0.04
C -0.2683 -3.3035 3.1666 0.059 0.511 -0.194 -0.11
C -1.5854 -3.0044 3.5159 -0.028 -0.017 0.141 -0.14
C -1.9079 -1.6858 3.8300 0.093 0.296 -0.047 -0.13
C -0.9338 -0.6805 3.7880 -0.016 -0.325 0.148 -0.06
O 2.5779 -0.1889 2.7026 1.182 -1.672 -6.481 -0.28
S 0.9659 -1.1095 -0.5292 0.904 -0.448 1.344 1.05
C 2.7986 -1.3817 -0.4526 0.503 0.120 1.091 -0.76
F 3.2173 -2.0185 -1.6016 -0.065 0.364 0.810 0.05
F 3.5347 -0.2384 -0.3488 -0.897 -1.319 -0.331 0.09
F 3.1020 -2.1716 0.6041 -0.335 0.578 -1.527 0.08
H 0.3451 1.9556 3.8169 0.001 0.168 0.012 0.07
H 1.6339 2.1787 2.5962 0.109 -0.109 0.186 0.08
H 0.1258 1.3615 2.1762 0.121 0.000 0.019 0.05
H 1.9065 0.5860 5.4632 0.002 0.309 1.522 0.02
H 2.9821 -0.6966 4.8259 -0.663 0.301 -0.266 0.07
H 3.2742 0.9941 4.4078 -0.598 -0.067 -0.196 0.07
H 1.6934 -2.5331 2.6972 -0.189 0.378 0.310 0.10
H 0.0000 -4.3356 2.9469 0.030 0.182 -0.087 0.09
H -2.3606 -3.7812 3.5457 0.388 0.276 0.028 0.09
H -2.9314 -1.4244 4.1083 0.195 -0.088 -0.068 0.09
H -1.2271 0.3456 4.0304 0.157 -0.367 -0.044 0.10
C 4.5730 -0.6153 -4.5331 0.365 -0.384 0.069 -0.07
C 3.0698 -0.5482 -4.5340 -0.107 0.212 0.071 -0.20
O 2.6297 0.2584 -3.3936 -0.400 -0.952 -0.147 0.01
C 1.4485 -0.1656 -2.9405 -1.413 -0.134 -0.051 -0.55
C 1.0683 0.3525 -1.5152 0.362 0.290 -1.575 -0.52
P -0.4590 1.3747 -1.6950 -0.240 1.445 -0.066 0.74
C -1.7876 0.5658 -2.6074 0.212 -0.746 -0.027 -0.27
C -1.9610 -0.8190 -2.6428 -0.633 0.007 -0.087 -0.08
C -3.1072 -1.3449 -3.2517 0.288 -0.156 0.180 -0.07
C -4.0310 -0.5035 -3.8653 0.033 0.105 -0.033 -0.09
C -3.8354 0.8784 -3.8488 0.333 -0.284 0.193 -0.08
C -2.7194 1.4102 -3.2091 -0.143 -0.010 -0.029 -0.07
C -1.2765 1.7024 -0.1083 0.045 0.140 0.474 -0.28
C -2.0113 0.7324 0.5750 -0.292 0.047 0.154 -0.08
C -2.7953 1.0890 1.6793 0.036 0.099 -0.147 -0.09
C -2.8323 2.4160 2.1251 0.386 -0.223 -0.231 -0.08
C -2.0597 3.3799 1.4673 -0.027 -0.170 -0.034 -0.08
C -1.2928 3.0298 0.3523 -0.171 0.004 -0.161 -0.07
O -0.0763 2.6642 -2.3436 0.123 -0.395 0.070 -0.33
O 0.6980 -0.9384 -3.5279 1.472 1.162 0.516 0.05
H 4.9071 -0.8369 -5.5529 0.090 0.143 0.161 0.08
H 5.0564 0.2932 -4.1622 -0.197 -0.035 -0.224 0.08
H 4.8961 -1.4481 -3.9013 0.068 0.208 0.015 0.07
H 2.6762 -0.0814 -5.4422 -0.032 -0.071 0.174 0.13
H 2.6417 -1.5557 -4.4239 0.064 0.485 -0.174 0.12
H 1.8203 1.0573 -1.1055 -0.489 -0.339 -0.203 0.12
H -1.2092 -1.4824 -2.2169 -0.315 0.158 -0.087 0.08
H -3.2662 -2.4271 -3.2324 0.052 0.382 -0.128 0.11
H -4.9001 -0.9209 -4.3755 0.189 0.078 0.194 0.10
H -4.5424 1.5412 -4.3246 -0.087 0.024 -0.052 0.10
H -2.5650 2.4852 -3.1689 0.024 -0.138 -0.030 0.11
H -2.0036 -0.3029 0.2218 -0.055 0.293 0.220 0.11
H -3.3865 0.3250 2.1860 0.241 0.204 -0.130 0.10
H -3.4314 2.6869 3.0009 0.207 -0.100 -0.381 0.10
H -2.0632 4.4130 1.8219 0.014 -0.307 -0.145 0.10
H -0.7516 3.7933 -0.2158 -0.103 -0.339 0.277 0.11